Molecular formula: C45H98O14
Method: DFT, wB97M-V/def2-TZVPD

Structure (XYZ):
```
157
Properties=species:S:1:pos:R:3:forces:R:3:lowdin_charge:R:1
C 1.857337 -2.926992 -2.481247 0.0 -0.1 0.9 -0.1137
C 1.309218 -1.553547 -2.078618 0.2 -0.1 -1.1 -0.2456
C 2.374811 -0.546855 -1.637264 -0.2 -0.3 0.7 -0.1974
C 3.461225 -1.074911 -0.680587 0.0 0.6 0.2 -0.1918
C 3.212359 -0.803948 0.815742 0.7 -0.5 0.1 -0.1903
C 2.574371 -1.963916 1.587972 -0.6 -0.1 0.0 -0.1913
C 1.042044 -1.914218 1.664232 0.3 0.3 -0.1 -0.1897
C 0.458422 -0.638762 2.296562 -0.4 -0.2 -0.7 -0.1756
C -0.898997 -0.282929 1.648406 -0.4 0.5 1.4 -0.1656
C -2.031240 -0.045859 2.712701 0.0 -0.7 -1.6 -0.1390
C -3.344384 -0.675537 2.181358 1.2 1.4 0.4 -0.1161
C -4.027823 0.245207 1.160721 -1.5 -0.9 -0.4 -0.2163
O -3.281033 0.493975 -0.038587 1.2 -0.7 0.3 0.0786
C -3.332229 -0.688893 -0.727110 -0.5 0.4 -0.1 -0.5314
O -2.461672 -1.181141 -1.369981 -0.3 0.3 -0.1 0.1752
O -4.589640 -1.190347 -0.577915 0.8 -0.9 0.5 0.0599
C -5.201306 -0.583791 0.576324 -0.4 1.5 -0.2 -0.2484
C -6.434642 0.133805 0.035151 -0.1 -0.5 0.3 -0.1113
C -7.463234 -0.936963 -0.411602 -0.2 0.7 -0.6 -0.1697
C -7.494132 -1.177397 -1.940199 0.7 -0.1 0.1 -0.1828
C -6.931729 -2.540340 -2.360778 -0.6 0.0 -0.1 -0.2021
C -7.585970 -3.771665 -1.706358 0.3 -0.3 -0.3 -0.2061
C -6.496106 -4.803667 -1.375842 -0.2 0.4 0.3 -0.1979
C -5.636881 -4.348450 -0.174382 -0.1 -0.7 -0.3 -0.1897
C -4.128603 -4.590008 -0.321934 -0.2 0.1 0.4 -0.2001
C -3.673465 -5.879877 0.358631 0.3 0.4 0.0 -0.1719
C -2.169131 -6.143621 0.221794 -0.3 -0.2 0.0 -0.2338
O -1.398790 -4.968059 0.402328 -0.1 -0.2 -0.1 -0.1914
C -0.924517 -4.395339 -0.804774 0.2 0.4 0.3 -0.1034
H 1.137471 -3.494031 -3.067443 0.0 0.1 -0.3 0.0667
H 2.019329 -3.515079 -1.572270 0.1 -0.1 -0.1 0.0545
H 2.827793 -2.875346 -2.972031 -0.1 0.1 -0.3 0.0741
H 0.821355 -1.133340 -2.962814 -0.2 0.1 0.1 0.1051
H 0.514592 -1.693783 -1.348098 0.1 0.2 0.1 0.0649
H 2.856058 -0.068300 -2.490002 0.0 -0.2 -0.2 0.1026
H 1.843991 0.257657 -1.121063 0.1 0.1 0.0 0.0929
H 3.680670 -2.135780 -0.798072 -0.1 -0.1 -0.2 0.0928
H 4.379871 -0.546513 -0.935526 0.1 0.0 0.0 0.0826
H 2.673802 0.135719 0.941485 -0.1 0.0 0.0 0.0822
H 4.194849 -0.644171 1.266442 0.0 0.1 0.0 0.1013
H 2.981383 -2.050802 2.597979 0.1 0.2 0.1 0.1054
H 2.836949 -2.900745 1.090084 0.2 0.0 0.0 0.1036
H 0.669224 -2.781327 2.212364 0.0 -0.1 0.0 0.1157
H 0.656293 -2.016632 0.648410 0.0 0.1 0.0 0.0736
H 0.346253 -0.796290 3.368589 0.0 0.1 0.1 0.1048
H 1.106223 0.223818 2.155188 0.2 -0.1 0.2 0.0791
H -0.817135 0.629415 1.059369 0.1 -0.1 -0.2 0.1071
H -1.240431 -1.065232 0.976925 0.2 -0.2 -0.1 0.0800
H -2.206461 1.019934 2.823429 0.2 0.1 0.5 0.0831
H -1.733204 -0.511089 3.648293 -0.1 0.1 0.2 0.1053
H -4.003696 -0.856566 3.030894 -0.4 0.1 -0.2 0.1161
H -3.100725 -1.631185 1.711084 -0.2 -0.1 0.0 0.1236
H -4.348023 1.217831 1.520345 0.1 0.0 0.4 0.1541
H -5.486447 -1.305772 1.339820 0.0 -0.5 -0.4 0.1432
H -6.892560 0.789456 0.778921 0.2 0.0 0.2 0.1039
H -6.125421 0.758172 -0.801948 0.0 0.1 0.0 0.1226
H -7.218615 -1.857091 0.111480 -0.2 -0.1 0.1 0.0802
H -8.459568 -0.627884 -0.097098 0.0 -0.1 0.2 0.1082
H -6.836195 -0.431457 -2.390266 -0.1 0.1 -0.2 0.1007
H -8.479873 -1.004230 -2.370288 -0.2 -0.1 0.1 0.1061
H -7.040670 -2.634356 -3.443356 0.1 0.0 -0.1 0.1113
H -5.863315 -2.559198 -2.154392 0.1 0.1 0.1 0.0949
H -8.156041 -3.505342 -0.815283 0.1 0.0 0.2 0.1034
H -8.306196 -4.237146 -2.381796 -0.1 0.1 -0.1 0.1039
H -6.954755 -5.770925 -1.171177 0.1 -0.1 -0.1 0.1041
H -5.866717 -4.900485 -2.262970 0.0 -0.2 0.0 0.1075
H -5.989141 -4.916816 0.690277 0.0 0.2 0.2 0.1114
H -5.825039 -3.298639 0.033523 0.1 0.0 -0.1 0.0665
H -3.840484 -4.576970 -1.373634 0.0 0.0 -0.1 0.1104
H -3.605116 -3.767383 0.167084 0.1 0.0 -0.2 0.0986
H -4.249647 -6.722843 -0.026481 0.1 -0.2 0.1 0.1167
H -3.881700 -5.780611 1.426348 -0.2 -0.1 0.0 0.1129
H -1.870479 -6.851421 0.996305 0.1 -0.1 0.0 0.1157
H -1.961292 -6.607202 -0.746838 0.1 0.1 -0.1 0.1185
H -1.587282 -4.587388 -1.646912 0.0 0.0 -0.1 0.0864
H 0.086764 -4.743379 -1.032456 -0.1 -0.2 -0.1 0.0795
H -0.871853 -3.316236 -0.652463 -0.1 0.0 -0.1 0.0612
C 3.507550 2.734742 -1.270159 0.0 0.0 0.0 -0.1021
O 4.736162 2.038607 -1.153485 0.0 0.2 0.1 -0.2009
C 5.809640 2.684152 -1.822172 0.0 -0.3 0.1 -0.1945
C 6.691059 3.443158 -0.854500 0.0 0.3 -0.1 -0.2010
O 6.004543 4.538305 -0.265555 -0.1 -0.1 0.1 -0.1872
C 5.543319 4.268309 1.045866 0.0 0.1 0.0 -0.1131
H 2.812738 2.308087 -0.547794 0.0 -0.1 0.0 0.0683
H 3.625290 3.800690 -1.059869 0.0 0.0 0.0 0.0877
H 3.093738 2.604141 -2.275707 -0.1 0.1 0.0 0.0930
H 5.434337 3.347721 -2.606852 0.0 0.0 0.0 0.1212
H 6.407799 1.902120 -2.301858 0.0 0.0 0.0 0.1262
H 7.543532 3.856051 -1.403329 0.0 0.0 0.0 0.1252
H 7.080211 2.772010 -0.082308 0.0 0.0 0.0 0.1251
H 6.379281 4.277349 1.753794 0.0 -0.1 0.0 0.0898
H 5.028244 3.305885 1.104224 0.0 0.0 0.0 0.0820
H 4.844998 5.058161 1.320601 0.0 0.0 0.0 0.0810
C 5.631311 2.360166 -6.305738 0.0 0.0 0.1 -0.1088
O 5.311468 3.558708 -5.620052 0.0 0.0 -0.1 -0.2037
C 5.854003 4.715971 -6.239807 -0.1 0.1 0.3 -0.2042
C 4.813430 5.457616 -7.050469 0.1 0.0 -0.3 -0.2058
O 4.377879 4.698437 -8.168094 0.0 -0.1 0.1 -0.1908
C 3.127274 4.065280 -7.960614 0.0 0.0 -0.1 -0.1106
H 4.993680 1.570868 -5.909607 0.0 0.0 0.1 0.0887
H 5.455301 2.449262 -7.379900 0.0 0.0 0.0 0.0844
H 6.677935 2.088273 -6.129970 0.0 0.0 -0.1 0.0882
H 6.711581 4.452962 -6.866077 0.0 0.0 0.0 0.1266
H 6.208873 5.374107 -5.440159 0.0 0.0 0.0 0.1252
H 5.260972 6.377289 -7.440288 0.0 0.0 0.0 0.1253
H 3.964301 5.737361 -6.419614 0.0 0.0 0.0 0.1262
H 2.315816 4.799096 -8.011851 0.0 0.0 0.1 0.0884
H 3.089491 3.548719 -6.998792 0.0 0.0 0.0 0.0830
H 2.988835 3.335250 -8.756674 0.0 0.0 0.0 0.0889
C -1.471379 3.656731 2.781753 0.0 -0.1 0.0 -0.1108
O -0.280615 2.895125 2.883788 0.0 0.2 0.0 -0.1986
C 0.804171 3.477348 2.175422 0.1 -0.4 0.1 -0.1959
C 1.751739 4.207801 3.101168 0.0 0.3 -0.1 -0.1959
O 1.139308 5.344914 3.690852 -0.1 -0.1 0.1 -0.1868
C 0.710504 5.119797 5.022298 0.0 0.1 0.0 -0.1102
H -2.176208 3.281903 3.524060 0.0 -0.1 0.0 0.0853
H -1.291979 4.717384 2.971603 0.0 0.0 0.0 0.0865
H -1.910684 3.532780 1.784363 0.0 0.1 0.0 0.0919
H 0.439171 4.147579 1.391353 0.0 0.0 0.0 0.1308
H 1.350130 2.658804 1.692565 0.0 0.0 0.0 0.1103
H 2.605669 4.567298 2.517866 0.0 0.0 0.0 0.1136
H 2.131542 3.530592 3.872336 0.0 0.0 0.0 0.1299
H 1.569808 5.101328 5.701248 0.0 -0.1 0.0 0.0886
H 0.153821 4.184365 5.115635 0.0 0.0 0.0 0.0834
H 0.059418 5.945700 5.305321 0.0 0.0 0.0 0.0885
C 6.918740 -3.127738 1.847847 -0.1 0.0 0.0 -0.1074
O 6.430499 -2.829708 0.552119 0.1 -0.1 0.1 -0.2018
C 7.404008 -2.230280 -0.288156 -0.3 0.0 -0.1 -0.2026
C 7.996177 -3.227718 -1.259717 0.3 0.0 0.0 -0.2036
O 8.754163 -4.226495 -0.593275 -0.2 0.0 0.1 -0.1906
C 8.055421 -5.449816 -0.443646 0.1 0.0 0.0 -0.1114
H 6.195564 -3.782709 2.332015 0.0 0.0 0.0 0.0893
H 7.884939 -3.636202 1.809985 0.0 0.0 0.0 0.0838
H 7.013293 -2.210375 2.439598 0.1 0.0 0.0 0.0886
H 8.192721 -1.760076 0.307189 0.0 0.0 0.0 0.1271
H 6.896904 -1.444534 -0.858544 0.0 0.0 0.0 0.1184
H 8.679605 -2.700583 -1.933191 0.0 0.0 0.0 0.1249
H 7.208520 -3.683112 -1.867724 0.0 0.0 0.0 0.1265
H 8.005523 -5.979547 -1.401126 -0.1 0.0 0.0 0.0881
H 7.043840 -5.294067 -0.061729 0.0 0.0 0.0 0.0832
H 8.608243 -6.063105 0.266501 0.0 0.0 0.0 0.0884
C -7.355337 3.196191 6.522573 -0.1 0.0 0.0 -0.1086
O -7.817800 3.514911 5.221131 0.1 -0.1 0.0 -0.1880
C -6.797930 4.015154 4.371277 -0.3 0.0 -0.1 -0.2032
C -6.291482 2.952622 3.420445 0.4 0.0 0.0 -0.2075
O -5.619598 1.905716 4.108822 -0.2 0.0 0.0 -0.2000
C -6.423784 0.750844 4.273316 0.2 -0.1 0.1 -0.1036
H -8.131278 2.613542 7.016631 0.0 0.0 0.0 0.0895
H -6.436680 2.605774 6.492955 0.0 0.0 0.0 0.0833
H -7.181207 4.110619 7.099442 0.1 0.0 0.0 0.0892
H -5.971727 4.427384 4.958333 0.0 0.0 0.0 0.1273
H -7.235405 4.829491 3.785355 0.0 0.0 0.0 0.1271
H -5.565196 3.408501 2.738642 0.0 0.0 0.0 0.1227
H -7.113221 2.552329 2.818363 -0.1 0.0 0.0 0.1217
H -6.506194 0.212967 3.320930 -0.2 0.0 0.0 0.0750
H -7.417365 0.991355 4.657022 0.0 0.0 -0.1 0.0886
H -5.932017 0.101389 4.997093 0.1 0.0 0.0 0.0932
```
Positions in Å, forces in eV/Å.

Output
F_max (eV/Å): 1.863
Energy above the lowest of the compared OMol25 structures with the same formula, charge and spin (kJ/mol): 0.00
HOMO level (eV): -9.169
Kohn-Sham gap (eV): 9.8
Structure (SMILES): CCCCCCCCCCC[C@H]1OC(=O)O[C@@H]1CCCCCCCCCCOC.COCCOC.COCCOC.COCCOC.COCCOC.COCCOC
Multiplicity: 1